(1)
This record from the Open Molecules 2025 dataset describes a molecular structure, C42H36N4O13TeW. The level of theory is ωB97M-V/def2-TZVPD.

Structure (ORCA input):
```
! wB97M-V def2-TZVPD RIJCOSX def2/J DEFGRID3
* xyz 2 1
W 0.1019 -0.6279 0.5954
O -0.6853 -2.4654 -0.6303
C -1.6565 -3.3448 -0.0381
C -1.0532 -3.8267 1.2389
N -0.7274 -2.6561 2.0803
C -1.8419 -2.1442 2.8751
C -1.9848 -0.6630 2.5856
O -2.9898 -0.0341 2.5774
O -0.7508 -0.1421 2.2851
C 0.4798 -2.9214 2.8599
C 1.6844 -2.7855 1.9485
O 2.7560 -3.2417 2.1852
O 1.4032 -2.0649 0.8415
H -1.1288 -2.0750 -1.4274
H -1.8465 -4.1660 -0.7293
H -2.5960 -2.8133 0.1343
H -0.1278 -4.3607 1.0197
H -1.7201 -4.5137 1.7655
H -1.6678 -2.2644 3.9474
H -2.7773 -2.6446 2.6307
H 0.4796 -3.9207 3.3027
H 0.5774 -2.1956 3.6723
C -5.5260 3.5538 -1.2392
C -4.4615 2.5262 -0.9740
C -4.6551 1.1844 -1.3084
C -3.6922 0.2170 -1.0659
C -3.8468 -1.1949 -1.5538
O -2.8879 -1.7358 -2.0877
C -5.1306 -1.8913 -1.3677
C -5.4190 -2.9904 -2.1809
C -6.6004 -3.6853 -2.0047
C -7.4882 -3.3014 -1.0047
C -7.1994 -2.2206 -0.1823
C -6.0264 -1.5075 -0.3670
C -2.5053 0.6104 -0.4518
O -1.6207 -0.3274 -0.0858
C -2.2313 1.9489 -0.1873
C -3.2412 2.8922 -0.4347
C -0.8790 2.3692 0.1291
N 0.1361 1.5643 0.3315
C 1.4808 2.1968 0.2871
C 2.0515 2.4389 1.6679
Te 2.0235 0.5715 2.6959
C 4.1007 0.2841 2.4498
C 4.8862 1.3026 2.9830
C 6.2668 1.2004 2.9248
C 6.8591 0.0847 2.3491
C 6.0683 -0.9337 1.8393
C 4.6827 -0.8435 1.8897
C -0.6661 3.8470 0.1351
C -0.5623 4.5474 -1.0636
C -0.3872 5.9219 -1.0395
C -0.3441 6.5985 0.1732
C -0.4781 5.9014 1.3651
C -0.6351 4.5222 1.3505
H -6.4905 3.0857 -1.4239
H -5.2730 4.1526 -2.1152
H -5.6320 4.2323 -0.3942
H -5.5839 0.8864 -1.7807
H -4.7171 -3.2713 -2.9547
H -6.8374 -4.5235 -2.6452
H -8.4114 -3.8479 -0.8686
H -7.8905 -1.9324 0.5974
H -5.7983 -0.6694 0.2804
H -3.0601 3.9345 -0.2107
H 1.4265 3.1335 -0.2644
H 2.1328 1.5381 -0.2784
H 1.4986 3.1823 2.2350
H 3.1008 2.7157 1.6058
H 4.4504 2.1752 3.4532
H 6.8768 1.9936 3.3341
H 7.9363 0.0084 2.3019
H 6.5253 -1.8096 1.3981
H 4.0859 -1.6441 1.4806
H -0.6121 4.0196 -2.0084
H -0.2932 6.4672 -1.9682
H -0.2178 7.6720 0.1874
H -0.4688 6.4310 2.3076
H -0.7703 3.9798 2.2789
O 0.7489 -1.7711 -2.8091
C 1.5147 -1.2364 -2.0753
O 1.0186 -0.4455 -1.0400
C 2.9851 -1.2315 -2.2252
C 3.5227 -1.9925 -3.2607
C 4.8879 -1.9874 -3.4424
C 5.7452 -1.2316 -2.6637
C 5.1702 -0.4677 -1.6697
C 3.8148 -0.4747 -1.4141
N 6.0173 0.4290 -0.8669
O 5.4437 1.3040 -0.2511
O 7.1991 0.1986 -0.8315
N 5.4633 -2.8137 -4.5312
O 4.6873 -3.4718 -5.1798
O 6.6640 -2.8037 -4.6411
H 2.8873 -2.5792 -3.9097
H 6.8119 -1.2282 -2.8410
H 3.4410 0.1133 -0.5877
*
```

Computed properties:
- LUMO (eV) = -7.56
- ΔE to the lowest compared entry with this formula, charge and spin (kcal per mole) = 0.0
- electronic energy (eV) = -85817.38768
- HOMO-LUMO gap (Ha) = 0.2384

***

(2)
This record from the Open Molecules 2025 dataset describes a molecular structure, C33H27F9N3SSeTa. The level of theory is ωB97M-V/def2-TZVPD.

Structure (ORCA input):
```
! wB97M-V def2-TZVPD RIJCOSX def2/J DEFGRID3
* xyz 2 1
Ta 0.2630 0.9211 0.5979
C 2.9548 -0.0912 2.5259
N 1.4591 0.0208 2.5899
C 1.1053 0.8519 3.6854
C 0.8106 -1.3120 2.5933
C -0.6406 -1.2178 2.6040
N -1.0301 -0.2404 1.5753
C -2.4650 -0.1691 1.2954
C -3.0352 -1.0885 0.4692
F -2.3326 -2.1179 0.0084
C -4.3821 -0.9661 0.1295
F -4.9286 -1.8610 -0.6958
C -5.1704 0.0195 0.6695
C -4.5996 0.8624 1.5554
F -5.3981 1.8683 1.9783
C -3.2996 0.8222 1.8918
F -2.8065 1.7309 2.7048
H 3.2431 -0.7542 3.3459
H 3.3134 -0.5407 1.6108
H 3.3370 0.9748 2.5962
H 1.2264 0.3408 4.6423
H 1.7806 1.7185 3.6260
H 0.0774 1.2331 3.6191
H 1.1277 -1.8489 1.6616
H 1.1652 -1.9056 3.4284
H -1.1156 -2.2119 2.3177
H -1.1170 -0.9461 3.4928
H -6.2379 0.0855 0.4932
C 3.1671 -3.6493 -0.6346
C 2.1879 -4.1657 -1.6729
C 1.4151 -5.3177 -1.1339
C 2.9700 -4.6499 -2.9007
C 1.1430 -3.1504 -2.0424
C 0.2263 -3.5034 -3.0699
C -0.7684 -2.6451 -3.4982
C -0.9338 -1.4455 -2.8381
S -2.2401 -0.1973 -2.9744
C -1.4288 0.7847 -1.8128
N -0.2815 0.2435 -1.3514
C -0.0222 -1.0000 -1.9223
C 1.0049 -1.8863 -1.5531
C -1.8225 2.0931 -1.2712
C -3.0524 2.6680 -1.6819
C -3.6144 3.6697 -0.8754
C -3.0251 3.9514 0.3235
C -1.8066 3.3422 0.7307
C -1.2656 2.3798 -0.0531
H 3.7607 -4.4420 -0.1904
H 2.6900 -3.1451 0.2428
H 3.8259 -2.8559 -1.0281
H 1.9387 -6.2650 -0.8512
H 0.6700 -5.6020 -1.8836
H 0.7139 -5.0532 -0.3017
H 3.7796 -5.3614 -2.5807
H 3.5611 -3.8557 -3.4465
H 2.3770 -5.1788 -3.6803
H 0.2441 -4.4840 -3.5365
H -1.5636 -2.8766 -4.2258
H 1.7112 -1.5575 -0.7857
H -3.6078 2.2157 -2.5515
H -4.5676 4.1981 -1.1043
H -3.5385 4.6639 0.9276
H -1.4640 3.5762 1.7019
F 1.6985 7.2730 -0.0862
C 1.8425 5.9666 -0.1806
C 2.6411 5.4130 -1.1735
F 3.1425 6.1915 -2.0825
C 2.6712 4.0638 -1.4368
F 3.2875 3.6174 -2.4775
C 2.1931 3.2038 -0.4261
Se 2.5849 1.3011 -0.4071
C 1.4584 3.7575 0.5917
F 0.8652 2.8839 1.6020
C 1.2947 5.1211 0.7704
F 0.6324 5.5303 1.8203
*
```

Computed properties:
- LUMO (eV) = -7.67
- electronic energy (eV) = -141303.32627
- HOMO-LUMO gap (Ha) = 0.2441

***

(3)
This record from the Open Molecules 2025 dataset describes 4 unconnected molecules or ions with the total composition C4H17NO3. The level of theory is ωB97M-V/def2-TZVPD.

Structure (ORCA input):
```
! wB97M-V def2-TZVPD RIJCOSX def2/J DEFGRID3
* xyz 0 1
C 0.9088 1.1386 -2.2645
C 0.1564 0.8418 -0.9673
N 0.8850 -0.2826 -0.2782
C 0.8932 0.0350 1.1739
C 1.9113 1.0796 1.5979
H 1.4510 0.2506 -2.6071
H 0.2043 1.3201 -3.0775
H 1.7273 1.8447 -2.1836
H -0.8792 0.6202 -0.9700
H 0.2516 1.7200 -0.3196
H 1.8511 -0.4030 -0.5414
H -0.1445 0.2842 1.3997
H 1.0694 -0.9433 1.6296
H 2.7333 1.0727 0.8784
H 2.2790 0.7922 2.5847
H 1.7013 2.1481 1.6061
O -1.6575 2.4804 1.6654
H -1.0713 1.9757 1.1020
H -2.1665 1.8298 2.1547
O -1.4513 -2.6139 0.8332
H -0.8228 -2.6736 1.5505
H -1.2371 -3.1952 0.1212
O -1.0981 -2.3012 -1.9465
H -1.9750 -2.3230 -1.5588
H -0.6659 -1.4765 -1.7414
*
```

Computed properties:
- LUMO (eV) = 0.70
- ΔE to the lowest compared entry with this formula, charge and spin (kcal per mole) = 32.7
- SMILES = CCNCC.O.O.O
- electronic energy (eV) = -12055.32692
- HOMO-LUMO gap (Ha) = 0.3654

***

(4)
This record from the Open Molecules 2025 dataset describes a molecular structure, FO2P. The level of theory is ωB97M-V/def2-TZVPD.

Structure (ORCA input):
```
! wB97M-V def2-TZVPD RIJCOSX def2/J DEFGRID3
* xyz 0 1
O 0.1133 1.9110 -0.2675
O 0.3136 -0.5104 -0.0110
F -0.1195 -1.9836 0.4612
P -0.6973 0.7126 0.0769
*
```

Computed properties:
- LUMO (eV) = -3.00
- ΔE to the lowest compared entry with this formula, charge and spin (kcal per mole) = 113.1
- electronic energy (eV) = -16097.61016
- HOMO-LUMO gap (Ha) = 0.3153